[1]
{"formula": "C37H39N2RhS2Sb", "method": "ωB97M-V/def2-TZVPD", "orbital_gap_ev": 6.5, "lumo_ev": -3.8080, "charge": 1, "e_above_lowest_kj_mol": 2.5, "total_energy_ev": -73193.239, "mol_weight_g_mol": 800.53, "symbols": ["H", "H", "H", "C", "H", "H", "C", "C", "H", "H", "H", "C", "H", "H", "C", "H", "C", "H", "C", "C", "H", "N", "H", "S", "H", "C", "C", "C", "C", "C", "C", "H", "C", "H", "C", "C", "H", "H", "C", "Rh", "H", "C", "S", "H", "H", "C", "C", "H", "H", "C", "H", "C", "C", "H", "H", "H", "H", "C", "H", "C", "C", "C", "C", "H", "C", "Sb", "H", "H", "C", "H", "C", "H", "H", "H", "C", "C", "H", "C", "C", "H", "C", "N"], "xyz": [[0.35, 3.60, 3.09], [2.21, 0.13, -4.55], [2.62, -3.32, -1.17], [-0.57, 0.22, 4.80], [2.37, -0.75, 2.10], [1.38, 4.00, 1.71], [0.09, -2.35, -5.42], [2.99, -0.98, 1.24], [-0.38, -2.79, -6.29], [-2.77, 2.81, -0.68], [4.11, -4.01, 1.16], [-1.26, 1.00, -2.19], [-2.26, -0.17, 6.06], [-3.11, -1.48, -3.61], [3.14, -4.10, 1.63], [-3.95, 4.96, -0.65], [-3.54, 1.48, 1.93], [3.12, -0.08, 0.64], [0.94, -1.27, -5.56], [-1.41, 5.70, 1.46], [-2.08, -0.95, 0.49], [1.90, -0.69, -1.97], [2.42, 1.15, -1.08], [-0.35, -2.11, 1.65], [-0.16, 2.25, -3.57], [-0.71, 4.50, 1.45], [-2.47, 0.98, 2.86], [-2.59, -0.94, -2.83], [0.52, 4.34, 2.30], [-2.62, -1.38, -1.54], [-1.92, 0.25, -3.14], [4.13, -2.75, -0.43], [-1.20, 3.46, 0.65], [-0.86, -3.71, -4.05], [-2.85, 0.54, 4.13], [2.12, 0.77, -2.06], [3.70, -5.83, 2.74], [-4.52, 1.09, 2.23], [-3.04, 4.84, -0.07], [0.55, -1.23, -0.21], [-3.08, 6.83, 0.73], [1.54, -0.71, -4.44], [0.09, -3.05, -1.46], [-1.51, 3.05, -2.78], [1.15, -0.85, -6.54], [-0.17, 0.62, 3.53], [-1.10, 0.99, 2.56], [3.66, -1.70, -2.64], [0.89, 0.64, 3.30], [-1.94, -0.66, -0.54], [3.96, -1.34, 1.57], [1.67, -5.24, 3.15], [-1.25, 0.53, -0.84], [2.90, 1.02, -2.78], [1.20, 1.25, -2.36], [1.50, -6.05, 3.85], [-1.93, 0.61, -4.17], [0.42, -2.32, -3.03], [0.80, 5.28, 2.77], [1.27, -1.23, -3.18], [-1.92, 0.16, 5.09], [-2.36, 3.63, -0.10], [-0.18, -2.88, -4.17], [0.17, -0.06, 5.54], [2.11, -3.20, 1.35], [-0.19, 1.58, 0.73], [-0.30, -4.42, 3.37], [-3.59, 2.57, 1.96], [0.66, -4.34, 2.88], [-3.37, 1.19, 0.89], [0.88, -3.31, 1.97], [-3.91, 0.51, 4.38], [-1.04, 6.52, 2.07], [3.90, -0.55, -1.35], [2.91, -5.12, 2.53], [3.12, -2.46, -0.74], [-3.16, -2.28, -1.27], [3.22, -1.32, -1.72], [-2.56, 5.88, 0.70], [-0.04, 2.79, -1.89], [-0.70, 2.34, -2.62], [2.31, -2.04, 0.45]]}

---

[2]
{"formula": "C37H40Br2FN5NiO5P", "method": "ωB97M-V/def2-TZVPD", "orbital_gap_ev": [6.7, 6.7], "lumo_ev": [-3.9663, -3.9770], "charge": 1, "total_energy_ev": -249836.883, "mol_weight_g_mol": 903.23, "symbols": ["C", "C", "H", "C", "H", "C", "C", "O", "H", "H", "C", "H", "H", "C", "H", "C", "C", "C", "Br", "H", "H", "H", "H", "C", "N", "C", "H", "H", "C", "C", "N", "H", "Ni", "H", "H", "H", "C", "H", "C", "C", "O", "H", "C", "C", "H", "C", "H", "C", "C", "H", "H", "H", "H", "O", "C", "H", "C", "H", "H", "O", "N", "C", "C", "H", "H", "H", "P", "C", "C", "Br", "C", "C", "C", "C", "H", "H", "C", "O", "H", "F", "N", "H", "H", "H", "C", "C", "H", "H", "C", "C", "N", "H"], "xyz": [[-0.63, -2.33, -1.47], [2.82, 1.74, 1.48], [-1.76, 6.20, 1.12], [-5.77, 3.15, -1.20], [-7.03, 3.88, -2.78], [-6.01, 3.73, -2.43], [-1.36, -3.39, -2.00], [0.51, -1.39, 2.61], [-3.12, 5.30, 0.45], [-2.29, 5.91, -1.93], [2.37, -1.49, -0.02], [1.27, 2.25, -1.16], [-1.65, -3.62, 5.57], [-2.27, -5.55, 4.98], [-0.65, 2.53, 5.14], [-2.00, -6.74, 4.17], [-1.52, 1.28, -2.93], [-0.67, 2.34, -2.22], [-2.49, -0.31, 0.62], [-2.90, 2.62, 5.83], [0.56, 5.70, 0.50], [6.09, 1.10, 0.97], [-2.84, 4.27, -3.42], [-1.18, 4.80, -0.42], [-0.80, -6.62, 3.47], [0.26, 4.73, 0.09], [0.42, -2.66, 4.94], [-0.90, 0.79, -3.69], [-0.06, 3.29, -3.26], [-2.93, 1.07, 3.07], [-0.27, -4.50, 4.25], [-0.57, -7.40, 2.87], [0.28, -0.21, 1.08], [0.34, 3.99, 0.89], [-2.14, -3.21, -2.72], [0.64, 4.00, -2.80], [-0.18, -2.45, 2.87], [-0.57, 5.75, -2.31], [0.42, -3.24, 4.02], [-0.06, -4.94, -0.68], [-2.70, -7.72, 4.10], [-2.39, 1.70, -3.43], [-0.24, 1.55, 3.29], [0.04, -5.54, 3.39], [0.97, 0.90, -2.24], [-1.44, -4.50, 4.98], [0.98, 4.47, -0.69], [5.02, 0.96, 0.98], [0.68, -3.89, -0.15], [-5.13, 4.59, -4.19], [2.92, -2.30, -0.49], [-3.98, 0.85, 2.97], [-0.80, 3.86, -3.81], [-3.33, 2.15, 5.10], [-1.07, -4.68, -1.59], [1.46, -3.47, 3.78], [3.07, -0.33, 0.54], [0.11, 1.00, -0.69], [-1.87, 0.52, -2.23], [-1.18, -2.82, 2.28], [1.10, -1.49, 0.00], [4.19, 1.95, 1.47], [-3.38, 3.35, -1.56], [0.14, -5.95, -0.34], [2.15, 2.51, 1.83], [-0.82, -1.32, -1.79], [-1.73, 3.06, -0.83], [4.45, -0.21, 0.50], [-1.07, 2.01, 4.29], [-2.08, -6.11, -2.27], [-4.95, 4.13, -3.23], [0.38, -2.60, -0.56], [0.49, 1.59, -1.54], [-2.44, 1.77, 4.18], [0.83, 1.69, 3.36], [-6.60, 2.83, -0.58], [-3.65, 3.94, -2.79], [1.00, -5.52, 2.65], [-1.09, 6.86, -1.06], [-3.38, -5.57, 5.72], [-0.70, 0.92, 2.20], [0.51, 2.70, -3.99], [-2.02, 4.51, 1.58], [-4.28, 2.48, 0.18], [-2.08, 5.22, 0.75], [-2.01, 0.68, 2.13], [1.41, -4.09, 0.61], [5.06, -1.00, 0.08], [-1.29, 5.88, -1.50], [-4.46, 2.95, -0.78], [2.26, 0.62, 1.04], [4.59, 2.88, 1.85]]}

---

[3]
{"formula": "C37H40BrF4N5OSSbTl", "method": "ωB97M-V/def2-TZVPD", "orbital_gap_ev": 5.6, "lumo_ev": 3.7947, "charge": -2, "e_above_lowest_kj_mol": 24.7, "total_energy_ev": -151494.378, "mol_weight_g_mol": 1084.87, "symbols": ["C", "H", "C", "H", "Br", "H", "C", "C", "H", "F", "C", "F", "C", "C", "H", "H", "C", "H", "H", "H", "C", "H", "H", "H", "C", "C", "H", "C", "H", "O", "H", "H", "C", "N", "H", "C", "C", "H", "C", "F", "H", "N", "H", "C", "C", "C", "H", "C", "C", "H", "C", "H", "H", "C", "H", "C", "H", "H", "H", "H", "C", "N", "C", "H", "C", "C", "H", "H", "H", "H", "H", "C", "C", "C", "Sb", "F", "H", "S", "H", "N", "C", "Tl", "N", "C", "C", "C", "C", "C", "H", "H", "H"], "xyz": [[-0.41, 1.36, 4.17], [-1.86, 0.81, -4.36], [-4.85, -0.40, 0.14], [-4.07, 1.11, 3.00], [5.49, -5.59, -3.57], [0.23, 4.86, 0.23], [-2.88, 4.46, -2.01], [6.03, -4.11, -2.49], [5.79, 0.31, 2.94], [-0.94, -0.12, 7.92], [4.34, -0.03, -0.12], [1.06, 2.97, 5.00], [-3.09, -3.35, -1.51], [-1.30, 0.23, 4.27], [-4.94, 4.30, -1.30], [-5.84, -0.83, 0.38], [3.68, 0.14, 2.64], [0.68, 1.86, 7.35], [-5.00, 1.71, 1.62], [-2.16, 0.38, -1.92], [6.79, -1.92, -0.93], [5.49, -2.78, 0.56], [1.72, 3.99, -0.18], [0.54, 3.26, 0.92], [2.99, -0.08, 0.28], [-3.27, -3.01, -3.90], [0.40, 2.24, -1.40], [5.52, -3.98, -1.21], [-3.08, -1.95, 1.30], [1.45, -0.31, 2.12], [-5.02, 0.53, -0.42], [-2.33, 4.46, -2.95], [-3.84, -3.34, -2.67], [-1.88, -0.25, 3.18], [-4.32, -1.10, -0.51], [6.92, -3.19, -3.00], [-1.91, -2.70, -3.93], [7.32, -3.32, -4.00], [4.98, 0.18, 2.22], [-0.29, 1.96, 2.97], [-2.61, -2.20, 3.60], [-4.06, -0.13, 1.32], [-2.65, 5.39, -1.49], [4.58, 0.16, -1.50], [2.61, -0.12, 1.72], [-2.97, -1.20, 3.31], [-1.99, 2.55, -4.11], [-1.68, 1.62, -3.64], [-1.71, -3.02, -1.52], [8.01, -1.38, -2.60], [7.30, -2.11, -2.22], [-4.90, -3.58, -2.62], [0.00, 3.83, -2.07], [-1.44, -0.19, 5.63], [-4.62, -1.97, 2.18], [-1.15, -2.70, -2.77], [-0.60, 1.67, -3.47], [-3.86, -3.01, -4.81], [-3.54, -3.61, -0.56], [-3.69, -0.90, 4.07], [-4.39, 4.34, -2.25], [7.35, -0.87, -0.18], [-3.71, -1.38, 1.98], [-4.63, 3.43, -2.80], [-2.44, 1.35, -2.34], [3.53, 0.18, -2.38], [-3.52, 1.30, -2.52], [-5.67, 0.39, 2.62], [4.82, -4.70, -0.82], [3.42, 0.24, 3.69], [-1.44, -2.45, -4.88], [5.39, -0.04, 0.88], [2.23, 0.05, -1.88], [-4.74, 0.81, 2.19], [-2.15, 2.81, -0.75], [-2.26, -1.23, 5.95], [3.69, 0.30, -3.44], [-0.75, -3.01, -0.05], [-0.10, -2.45, -2.80], [1.98, -0.04, -0.60], [0.13, 1.44, 6.52], [-0.80, -0.12, 0.76], [6.74, -0.23, 0.75], [-0.06, 3.21, -1.18], [-0.75, 0.39, 6.68], [5.90, -2.89, -0.44], [0.26, 1.91, 5.22], [0.65, 3.87, 0.01], [5.58, 0.30, -1.86], [-4.79, 5.19, -2.82], [1.36, 0.03, -2.55]]}

---

[4]
{"formula": "C37H40Cl2FN6O4S2Ti", "method": "ωB97M-V/def2-TZVPD", "orbital_gap_ev": 7.2, "lumo_ev": -3.5957, "charge": 1, "e_above_lowest_kj_mol": 122.8, "total_energy_ev": -128691.870, "mol_weight_g_mol": 834.67, "symbols": ["N", "H", "H", "H", "C", "H", "H", "H", "H", "N", "H", "C", "C", "C", "C", "C", "C", "C", "H", "H", "C", "H", "C", "C", "S", "H", "N", "H", "H", "H", "H", "H", "C", "C", "O", "N", "C", "H", "S", "H", "H", "H", "O", "C", "H", "H", "N", "C", "C", "F", "H", "H", "H", "C", "H", "H", "Ti", "C", "H", "H", "C", "H", "O", "C", "C", "H", "H", "H", "C", "C", "C", "H", "C", "C", "O", "C", "H", "C", "H", "H", "C", "C", "Cl", "C", "H", "C", "H", "C", "C", "C", "Cl", "C", "N"], "xyz": [[-3.29, 0.10, 0.61], [1.87, -4.99, 2.28], [2.69, 4.28, 0.56], [4.43, -4.12, -2.00], [-2.12, 2.02, 0.83], [6.12, 1.01, 0.54], [0.77, -1.25, -4.74], [4.60, 1.85, -1.46], [0.31, -4.15, -0.08], [0.27, 1.92, 0.37], [0.66, 5.65, 1.38], [1.30, -5.22, 1.41], [5.63, 0.05, 0.65], [1.48, 2.48, 0.22], [2.64, -0.91, 3.22], [0.21, -0.40, 4.45], [4.19, 0.78, -1.42], [2.57, -1.01, 4.59], [-4.31, 1.13, -2.29], [4.74, 0.19, -2.11], [3.68, -1.27, -0.27], [-0.75, -4.06, 2.05], [-5.64, 2.67, -2.63], [-0.73, 4.05, 1.01], [-1.85, 5.08, -2.94], [5.32, -1.95, -1.43], [-1.93, 2.56, -2.46], [2.47, -1.08, -4.43], [-0.72, -0.18, 4.91], [2.32, 1.82, -0.04], [0.40, -5.72, 1.70], [5.52, -0.20, 1.72], [-3.26, 3.00, -2.46], [-4.00, -0.03, 1.85], [1.48, -1.27, -2.71], [1.49, -0.84, 0.99], [1.46, -0.78, -4.09], [-5.48, -1.18, 2.60], [-3.55, 0.52, 3.29], [0.53, -3.10, 2.74], [-0.10, 3.45, -2.75], [-1.56, 4.77, 1.19], [0.34, 0.57, -1.91], [-0.01, -3.31, 1.80], [1.29, -0.87, 6.26], [3.63, -1.18, 2.76], [-5.11, -0.85, 1.70], [4.22, 0.09, -0.05], [-3.41, 4.32, -2.79], [-0.80, -0.41, 2.22], [-6.73, 4.55, -2.91], [3.45, -1.28, 5.11], [-0.54, -2.41, 1.49], [1.38, -0.72, 5.19], [1.84, -5.94, 0.79], [-6.56, 2.14, -2.34], [-0.03, -0.22, -0.03], [0.62, 4.64, 0.99], [3.21, 0.65, -1.84], [2.36, -4.84, -0.80], [-3.29, 2.93, 0.98], [-3.18, -3.54, -2.12], [-1.20, -1.73, -0.45], [2.76, -3.85, -0.72], [0.34, -0.45, 3.10], [-4.17, 2.38, 0.65], [3.60, 0.62, 0.69], [-3.38, 3.36, 1.99], [-0.85, 2.71, 0.64], [0.81, -0.56, -1.82], [-4.40, 2.17, -2.45], [1.38, 0.37, -4.04], [1.66, 3.89, 0.51], [-2.24, -2.46, -0.76], [-3.14, -2.75, 0.02], [-5.75, 4.10, -2.87], [-3.10, 3.80, 0.30], [2.07, -3.07, 0.15], [-5.25, -1.27, 0.80], [-4.71, 5.95, -3.34], [-4.68, 4.93, -3.02], [-1.14, 3.54, -2.64], [-0.95, -4.17, -2.48], [4.35, -2.15, -1.04], [-3.23, -0.78, 0.15], [1.55, -0.71, 2.42], [6.36, -0.74, 0.24], [-2.24, -3.03, -2.19], [3.90, -3.43, -1.38], [0.92, -3.91, 0.77], [-2.19, -1.74, -3.42], [2.44, -1.70, 0.30], [-2.11, 0.74, 0.50]]}

---

[5]
{"formula": "C37H40IrN7O4S3Si", "method": "ωB97M-V/def2-TZVPD", "orbital_gap_ev": 6.2, "lumo_ev": -6.6524, "charge": 2, "e_above_lowest_kj_mol": 0.0, "total_energy_ev": -100849.329, "mol_weight_g_mol": 963.28, "symbols": ["H", "C", "C", "H", "H", "C", "C", "H", "H", "H", "H", "C", "H", "C", "H", "H", "C", "N", "C", "H", "H", "C", "H", "C", "N", "H", "C", "H", "Ir", "C", "C", "N", "C", "H", "H", "O", "C", "S", "H", "H", "C", "C", "H", "N", "H", "C", "S", "N", "H", "H", "O", "H", "C", "C", "H", "C", "H", "H", "C", "C", "C", "C", "C", "H", "H", "C", "H", "C", "H", "C", "O", "N", "H", "C", "C", "H", "N", "C", "H", "C", "C", "C", "Si", "H", "H", "H", "C", "S", "H", "C", "H", "O", "H"], "xyz": [[-4.45, -1.65, -2.14], [2.74, -3.18, -6.07], [-0.95, -3.65, -1.00], [-0.67, 3.40, -2.18], [-6.36, -3.66, -0.29], [3.19, -1.42, -4.62], [-1.26, -1.54, -1.50], [0.50, 2.20, -1.63], [-5.53, -4.23, 2.02], [3.01, 6.35, 5.82], [5.69, 2.63, -2.63], [2.25, -0.76, -2.42], [1.27, 1.65, 2.82], [-2.87, -3.11, -2.60], [-3.42, 3.54, -0.52], [1.86, -3.05, -4.06], [4.06, 1.29, -2.12], [-0.08, -0.51, 2.03], [3.61, -2.44, -6.82], [4.52, 4.25, 1.75], [-5.42, -2.50, 2.41], [3.95, 2.75, 0.31], [-6.25, -1.93, 0.09], [-1.87, 0.77, 2.96], [2.14, 1.31, 1.00], [-2.76, -2.61, -3.57], [-0.95, -1.17, 4.09], [-2.56, 1.60, 2.91], [0.88, -0.12, 0.28], [-5.94, -3.25, 1.81], [-0.10, -2.90, -0.26], [2.21, -0.03, -1.32], [3.84, 3.43, 1.54], [4.81, 0.71, -4.04], [-0.54, 4.84, 1.16], [-0.49, -5.63, -0.05], [-5.85, -2.92, 0.32], [-4.15, -2.91, -0.18], [-0.95, -1.84, 4.94], [1.89, -2.16, 2.57], [2.50, -2.59, -4.81], [3.13, 5.02, 4.06], [-2.85, -4.18, -2.77], [-0.31, -1.58, -0.57], [-4.99, -3.32, -2.36], [-0.04, -1.37, 3.06], [1.80, 3.07, 5.03], [-0.62, 1.15, 0.80], [-1.20, 0.53, -1.85], [0.59, -3.37, 2.61], [-1.53, -5.64, -1.95], [3.97, -2.65, -7.82], [-0.09, 3.06, -1.31], [-3.01, 2.54, -0.36], [-3.17, 1.97, -1.27], [3.08, 1.70, 0.08], [2.30, -4.11, -6.40], [1.50, -1.54, -2.49], [3.12, 0.98, -1.15], [2.04, 1.97, 2.13], [2.68, 3.77, 3.72], [4.97, 2.38, -1.87], [-4.20, -2.69, -1.96], [-2.55, 0.03, 4.84], [5.59, 3.90, -0.53], [0.98, -2.46, 3.08], [1.22, -2.73, 4.11], [-1.07, 3.95, 1.51], [0.62, -3.24, 0.46], [-0.95, 0.52, 1.95], [-3.50, -1.74, 0.37], [-1.68, -2.79, -1.79], [-6.99, -3.25, 2.11], [3.19, -0.55, -3.44], [2.03, 4.44, 6.00], [3.70, 5.65, 3.39], [-1.02, -5.09, -1.00], [2.76, 5.40, 5.37], [0.60, 3.86, -1.05], [2.88, 3.07, 2.46], [-1.81, -0.32, -2.13], [4.08, 0.50, -3.28], [-1.22, 2.68, 0.14], [-0.51, 3.56, 2.37], [-2.04, 4.28, 1.87], [1.63, 4.47, 7.00], [4.91, 3.08, -0.71], [4.13, -1.04, -6.01], [-3.60, 2.07, 0.44], [-1.85, -0.11, 4.02], [-1.81, -0.41, -3.22], [-3.57, -4.20, 0.08], [-2.83, -0.15, -1.79]]}